Formula: C40H25MoN6O6
Source: the Open Molecules 2025 dataset
Level of theory: the ωB97M-V functional and the def2-TZVPD basis

For the HOMO energy (alpha / beta), the calculation gives -0.188 / -0.195 hartree. Its frontier orbital gap (alpha / beta) is 0.235 / 0.229 hartree. As for the energy above the lowest of the compared OMol25 structures with the same formula, charge and spin: 2.332 eV.

ORCA input file:
```
! wB97M-V def2-TZVPD RIJCOSX def2/J DEFGRID3
* xyz -1 3
C -4.124 3.363 1.129
H 2.008 3.319 3.242
H 3.601 -2.314 1.376
C -2.397 -1.771 1.818
C -0.063 3.563 -1.528
C -2.400 1.957 1.979
Mo -0.551 0.004 0.132
C -2.793 1.985 -0.290
C -2.798 -2.070 4.155
O -1.903 -1.354 -0.426
O -3.170 -2.284 6.469
C 0.348 4.632 0.601
C 1.717 -1.917 -1.277
O 2.688 -2.150 -1.996
N 0.785 -0.918 -1.410
C 1.351 -0.631 -3.836
H 2.218 -1.257 -3.748
C 1.300 2.229 1.521
C 1.014 -0.115 -5.079
C 0.288 3.441 -0.167
C -3.123 -2.358 2.837
N 0.660 -2.321 0.873
O -2.986 2.025 -2.619
C -2.347 1.585 -1.668
C 0.590 -0.350 -2.694
C 1.496 3.401 2.293
H 1.902 -4.379 3.625
H -4.324 3.249 -1.028
C 1.774 0.936 1.989
C -1.054 -0.662 3.310
C -1.736 -1.203 4.377
C 2.188 -3.944 0.192
H -1.817 1.556 2.795
C 2.102 -4.497 1.551
H 1.632 -0.371 -5.931
C -3.582 -2.674 5.362
C -3.816 2.909 -0.138
O -3.565 -2.783 0.010
N -1.374 -0.928 2.031
H 2.182 -5.576 1.644
H 0.229 -3.079 1.390
C 1.074 -0.122 1.547
C 1.461 -1.497 1.759
H -3.939 -3.028 2.609
N -2.119 1.496 0.755
H 0.051 2.715 -2.180
H 3.638 1.611 2.958
H 4.739 -0.536 2.713
H -1.466 -0.973 5.399
O -4.505 -3.435 5.039
C -0.525 0.512 -2.851
H -0.747 4.820 -3.089
C -2.694 -2.027 0.368
H 2.814 -4.428 -0.546
C 0.954 4.572 1.877
H 1.015 5.471 2.480
H -0.354 1.116 -6.191
C 1.970 -3.804 2.709
C 3.080 0.757 2.590
H -1.713 1.654 -4.205
H -0.085 6.736 0.680
H -4.918 4.083 1.279
N -1.218 0.852 -1.670
C 3.016 -1.643 1.991
C -0.848 1.023 -4.111
C -0.084 0.711 -5.224
C 1.513 -2.822 -0.108
C 2.033 -2.329 2.905
C -0.551 5.912 -1.236
H -3.583 3.227 3.216
C -0.114 5.849 0.058
C 3.687 -0.436 2.471
H -0.217 0.006 3.465
H -0.901 6.846 -1.654
N 0.640 2.218 0.368
H 1.957 -1.974 3.925
C -3.387 2.891 2.208
C -0.481 4.762 -2.041
*
```